A structure of composition C8H16Cl2OTb. Source: the OMol25 dataset; level of theory: ωB97M-V/def2-TZVPD.

CARTESIAN COORDINATES (ANGSTROEM)
Tb 1.9775 -0.2831 0.5932
Cl 1.1493 -2.7193 0.5104
Cl 1.5954 1.9055 1.7797
C 4.1078 -0.7961 0.6164
H 4.7723 0.1656 0.6113
H 4.3084 -1.3735 -0.3542
C -0.7577 1.5082 -0.5228
C 0.3320 0.9750 -1.0090
H -0.7372 2.1194 0.3490
C 0.2613 -0.2878 -1.8437
H 1.3614 1.3602 -0.8767
C -0.9797 -0.2876 -2.8042
H 1.1739 -0.5104 -2.4420
H 0.0331 -1.1161 -1.1332
C -2.2904 0.0365 -2.0548
H -0.8411 0.4256 -3.6466
H -1.1200 -1.3037 -3.2194
C -2.1805 1.2148 -1.0763
H -3.1294 0.1956 -2.7564
H -2.5757 -0.8294 -1.4355
H -2.6883 2.1194 -1.4854
H -2.8193 0.9631 -0.2206
C 0.0450 -0.4594 4.0137
O -0.3774 -0.6354 2.6635
H 0.5223 -1.3792 4.3926
H -0.7693 -0.1767 4.6956
H 0.7966 0.3420 3.9764
H -1.1705 -1.1729 2.6790

Properties
**Total charge**: -1
**Expectation value of S²**: 12.777
**Multiplicity**: 7
**Energy relative to the best compared isomer or geometry (same formula, charge and spin)**: 0.0 kcal/mol
**E_HOMO (spin up / spin down)**: -1.843 / -1.956 eV


A cluster of 4 separate species, C8H16Cl8 in total. Source: the OMol25 dataset; level of theory: ωB97M-V/def2-TZVPD.

CARTESIAN COORDINATES (ANGSTROEM)
Cl 3.7896 3.7618 2.1820
C 3.3767 5.0690 3.3559
C 1.9835 5.6351 3.1738
Cl 0.6974 4.4195 3.3152
H 4.2053 5.7653 3.2267
H 3.4439 4.5344 4.3034
H 2.0164 6.1469 2.2120
H 1.8181 6.3186 4.0066
Cl -3.9349 -7.4696 -0.9710
C -4.0689 -7.5109 0.8393
C -4.5796 -6.1731 1.4179
Cl -6.2617 -5.8118 0.8981
H -3.0712 -7.7880 1.1796
H -4.7070 -8.3359 1.1559
H -4.0128 -5.2880 1.1292
H -4.6368 -6.1378 2.5058
Cl 1.4489 5.8397 -5.9734
C 1.2705 4.8805 -4.4687
C -0.2648 4.8565 -4.1914
Cl -1.1763 3.8252 -5.3555
H 1.7706 5.3691 -3.6325
H 1.7569 3.9125 -4.5890
H -0.7456 5.8221 -4.0347
H -0.4093 4.3977 -3.2133
Cl 1.3557 -1.9882 -1.6629
C 1.1493 -3.4003 -0.5157
C 1.2946 -2.9797 0.9128
Cl 1.6304 -4.4793 1.9067
H 1.9369 -4.1288 -0.7080
H 0.2945 -4.0134 -0.8012
H 0.3894 -2.6028 1.3890
H 2.2404 -2.4463 1.0074

Properties
**Total charge**: 0
**Energy relative to the best compared isomer or geometry (same formula, charge and spin)**: 27.4 kcal/mol
**SMILES**: ClCCCl.ClCCCl.ClCCCl.ClCCCl
**E_HOMO**: -10.679 eV


A structure of composition C8H16ClEuN2. Source: the OMol25 dataset; level of theory: ωB97M-V/def2-TZVPD.

CARTESIAN COORDINATES (ANGSTROEM)
C 0.7610 -2.4334 -1.3829
Eu -0.4218 0.1813 -1.8092
N -2.5673 1.4261 -1.3334
N -0.7148 -0.6301 -4.2287
H -2.2937 2.4002 -1.1800
H -0.2960 -2.1797 -1.2954
H 1.1228 -2.6798 -0.3646
H 1.4383 -1.5745 -1.7180
H 0.8329 -3.1622 -2.2011
H -0.5131 0.0969 -4.9076
H -1.6093 -1.0612 -4.4913
H 0.0134 -1.3647 -4.3592
H -3.1426 1.4365 -2.1783
H -3.2009 1.1946 -0.5684
Cl 2.4200 2.8343 2.0892
C 1.4522 1.4896 2.4929
C 1.3257 1.0551 3.8052
C 0.5185 -0.0575 4.0969
C -0.1397 -0.7238 3.0623
C 0.0093 -0.3084 1.7418
C 0.7877 0.8357 1.4061
C 0.8817 1.2759 0.0337
H 1.8699 1.6039 4.5807
H 0.4302 -0.3638 5.1405
H -0.7711 -1.5935 3.3322
H -0.5188 -0.8997 0.9594
H 0.5646 2.2819 -0.1799
H 1.7611 0.9205 -0.5427

Properties
**Total charge**: -1
**Expectation value of S²**: 15.765
**Multiplicity**: 8
**Energy relative to the best compared isomer or geometry (same formula, charge and spin)**: 0.0 kcal/mol
**E_HOMO (spin up / spin down)**: -0.420 / -0.322 eV


A structure of composition C8H16CoO14P2. Source: the OMol25 dataset; level of theory: ωB97M-V/def2-TZVPD.

CARTESIAN COORDINATES (ANGSTROEM)
Co -0.4849 -0.2479 2.0727
P -2.3684 0.6820 2.9695
O -2.4370 -0.8462 2.4719
O -1.0998 0.4842 3.8581
O -3.7621 0.9308 3.5358
O -1.8577 1.2941 1.6227
P 0.8918 -2.3210 1.0995
O -0.2816 -1.4481 0.5118
O 2.3571 -2.0661 0.7480
O 0.6328 -3.8021 1.3412
O 0.7223 -1.6597 2.5645
C -1.0144 -4.6070 -3.1293
C -2.2543 -3.8706 -3.6266
O -2.1011 -2.4727 -3.5730
C -2.4428 -1.8838 -2.3808
O -2.9644 -2.4719 -1.4901
O -2.1585 -0.6049 -2.4925
C -2.2999 0.2398 -1.3257
H -0.1321 -4.2197 -3.6414
H -1.0679 -5.6839 -3.2897
H -0.9364 -4.3634 -2.0670
H -3.1307 -4.1968 -3.0604
H -2.4387 -4.1040 -4.6833
H -1.4512 0.1478 -0.6618
H -3.2022 0.0246 -0.7537
H -2.4205 1.2529 -1.7067
C 3.3859 5.2801 2.2947
C 3.2098 4.0590 1.3974
O 2.4192 3.0798 2.0827
C 1.8701 2.0628 1.4140
O 1.2070 1.2061 1.9207
O 2.1827 2.1015 0.1102
C 1.6493 1.0272 -0.6807
H 2.4310 5.7800 2.4393
H 4.1771 5.9184 1.8856
H 3.8051 4.9253 3.2443
H 4.1857 3.6527 1.1248
H 2.7043 4.3756 0.4858
H 0.5856 1.2350 -0.8222
H 1.7199 0.0618 -0.1767
H 2.1701 1.0482 -1.6338

Properties
**Total charge**: -4
**Expectation value of S²**: 3.973
**Multiplicity**: 4
**E_HOMO (spin up / spin down)**: 6.177 / 4.156 eV


A structure of composition C8H16F6Li3N3O16S8. Source: the OMol25 dataset; level of theory: ωB97M-V/def2-TZVPD.

CARTESIAN COORDINATES (ANGSTROEM)
Li 1.3293 -25.5700 9.8045
Li 1.2809 -27.2998 12.2451
Li 2.3807 -24.7390 12.1668
N 0.6080 -27.3016 10.4749
S -1.1405 -27.2739 10.5949
O -1.6148 -28.4045 11.3587
O -1.8548 -26.8293 9.4649
F -1.2318 -26.1765 11.7263
S 0.5803 -28.5662 9.4840
O 0.0470 -28.3385 8.1461
O 0.4422 -29.8616 10.0441
F 2.1680 -28.4328 9.2156
N 1.3977 -23.7799 10.8453
S -0.0187 -23.1521 11.4956
O -1.1499 -23.5780 10.7514
O -0.0060 -21.9584 12.2976
F -0.0157 -24.2590 12.7293
S 1.6927 -22.3248 10.1394
O 2.4726 -21.4492 10.9519
O 0.7331 -21.8341 9.1888
F 2.8506 -23.0010 9.2476
N 3.0931 -26.5659 12.6417
S 3.5066 -26.9258 14.2576
O 4.3622 -26.0295 15.0028
O 3.5880 -28.3130 14.5841
F 2.0711 -26.4843 14.8565
S 4.5261 -26.6301 12.1241
O 5.3158 -27.8229 12.0687
O 5.1368 -25.3280 12.0988
F 3.9630 -26.7422 10.5844
C -2.1039 -23.8143 5.5908
C -1.0809 -22.6351 5.6003
C 0.2695 -23.2046 6.0944
S -0.0321 -24.9746 6.8025
O 0.3678 -25.1586 8.1944
O 0.1781 -26.0122 5.8039
C -1.8701 -24.6663 6.8061
H -1.8327 -24.2588 4.6321
H -3.0731 -23.3249 5.5035
H -1.3874 -21.7979 6.2245
H -0.9939 -22.2870 4.5729
H 0.5479 -22.6845 7.0073
H 1.0313 -23.5038 5.3798
H -2.0221 -24.0676 7.7082
H -2.3844 -25.6172 6.9105
C 5.9423 -24.4145 8.4824
C 6.4291 -25.8564 8.3617
C 5.3305 -26.8341 7.8171
S 3.9753 -25.7043 7.3520
O 3.0003 -25.6831 8.4233
O 3.3708 -26.0430 6.0839
C 4.8518 -24.2246 7.3695
H 6.7808 -23.7330 8.3725
H 5.3943 -24.2123 9.4019
H 6.5575 -26.2039 9.3911
H 7.3960 -25.9920 7.8856
H 5.0169 -27.5943 8.5266
H 5.6128 -27.3849 6.9207
H 4.2831 -23.3154 7.5349
H 5.4026 -24.1053 6.4331

Properties
**Total charge**: 0
**E_HOMO**: -10.175 eV


A cluster of 2 separate species, C8H16F9N2OS2 in total. Source: the OMol25 dataset; level of theory: ωB97M-V/def2-TZVPD.

CARTESIAN COORDINATES (ANGSTROEM)
C -0.4762 -0.9865 -4.8750
S -0.2837 0.8383 -5.2662
C -0.9385 1.7565 -3.7619
C 0.2060 1.6121 -2.6369
C -0.4388 1.4426 -1.1528
C -0.1135 0.0055 -0.5370
C 0.4940 0.0688 0.9563
F -0.1158 1.1398 1.6090
F 0.0738 -1.1484 1.5548
C 2.0679 0.1780 0.7859
F 2.5135 -1.1066 0.4120
F 2.4665 1.0169 -0.2683
S 3.0387 0.6850 2.3076
F 3.7759 -0.8227 2.3864
F 4.2948 1.1716 1.3011
F 2.4424 2.2231 2.2941
F 1.9012 0.1233 3.3622
F 3.9665 1.1199 3.6074
H 0.5536 -1.4019 -4.6037
H -1.1582 -1.1300 -3.9822
H -0.8492 -1.4780 -5.8247
H -1.0697 1.1683 -6.3569
H -1.1622 2.8511 -4.0048
H -1.9243 1.3022 -3.4373
H 0.9398 0.7829 -2.8912
H 0.8150 2.5804 -2.6384
H -0.0593 2.3220 -0.5571
H -1.5700 1.4705 -1.3275
H -1.0782 -0.5965 -0.4850
H 0.6038 -0.5325 -1.2405
C -2.6804 -2.2563 4.7873
O -3.4186 -2.6630 5.6680
N -1.3509 -2.0615 4.9746
N -3.1226 -1.9614 3.5373
H -0.7295 -1.7276 4.2610
H -0.9807 -2.2680 5.8869
H -4.1030 -2.0919 3.3545
H -2.5301 -1.6261 2.8007

Properties
**Total charge**: +1
**E_HOMO**: -11.388 eV


A structure of composition C8H16FNO5S. Source: the OMol25 dataset; level of theory: ωB97M-V/def2-TZVPD.

CARTESIAN COORDINATES (ANGSTROEM)
C 2.7311 -1.8220 0.9983
C 2.3267 -0.9495 -0.1729
O 2.1618 0.4231 0.1205
C 1.0960 0.7424 0.9580
C -0.2832 1.0355 0.3013
C -1.4217 0.2582 0.9753
C -1.2846 -1.2585 0.9040
C -1.9036 -1.8542 -0.3651
F -0.9130 -2.4760 -1.1386
O -0.5468 2.4381 0.7317
S -1.2495 3.2855 -0.3958
O -2.6512 3.1398 -0.4185
O -0.7650 4.5941 -0.3660
O -0.5338 2.5157 -1.6069
C -0.4856 1.1339 -1.2230
N 0.3840 0.4358 -2.1521
H 3.7517 -1.6473 1.3020
H 2.6922 -2.8498 0.6539
H 2.0697 -1.7665 1.8527
H 1.4697 -1.3839 -0.6726
H 3.1264 -0.9955 -0.8985
H 0.9385 0.0176 1.7491
H 1.3704 1.6576 1.4623
H -1.4198 0.5773 2.0099
H -2.3570 0.6029 0.5518
H -0.2450 -1.5529 0.9019
H -1.7395 -1.7477 1.7541
H -2.3682 -1.0919 -0.9774
H -2.6673 -2.5874 -0.1367
H -1.5004 0.7782 -1.4018
H 0.1949 0.8560 -3.0573
H 0.0224 -0.5086 -2.2434

Properties
**Total charge**: 0
**E_HOMO**: -9.878 eV


A structure of composition C8H16IrN4O3S. Source: the OMol25 dataset; level of theory: ωB97M-V/def2-TZVPD.

CARTESIAN COORDINATES (ANGSTROEM)
Ir 0.2535 0.4213 -0.4154
N 2.3521 0.1071 -0.9519
N 3.1332 1.2830 -0.9301
C 2.6264 2.4238 -0.4541
N 3.3551 3.5149 -0.4509
S 1.0284 2.4698 0.2053
H 2.7430 -0.5603 -0.2834
H 2.4035 -0.3047 -1.8845
H 4.0807 1.2118 -1.2791
H 4.3091 3.5445 -0.7842
H 2.9701 4.3786 -0.0930
O -2.3616 3.0647 0.3042
C -2.6045 2.0048 -0.1664
C -3.9256 1.3275 -0.5101
C -3.5826 -0.0070 -1.2094
C -2.1090 -0.0791 -1.0347
O -1.2330 -0.9686 -1.2188
N -1.5864 1.0582 -0.5412
H -4.5424 1.9943 -1.1085
H -4.4459 1.1634 0.4351
H -3.8112 -0.0031 -2.2781
H -4.0738 -0.8803 -0.7814
C 0.5963 -3.0587 0.2526
C 0.1261 -2.0058 1.2397
C 0.5173 -2.3036 2.6747
O 0.7796 -0.7342 0.9258
H 0.2490 -4.0288 0.6073
H 1.6878 -3.0997 0.2227
H 0.2026 -2.8989 -0.7486
H -0.9522 -1.8549 1.1627
H 1.5853 -2.5045 2.7568
H -0.0259 -3.1921 2.9969
H 0.2552 -1.4832 3.3400

Properties
**Total charge**: +2
**Expectation value of S²**: 0.756
**Multiplicity**: 2
**Energy relative to the best compared isomer or geometry (same formula, charge and spin)**: 5.9 kcal/mol
**E_HOMO (spin up / spin down)**: -16.646 / -16.594 eV